Molecular formula: C31H24BN9O2W
Method: DFT, ωB97M-V/def2-TZVPD

Last column: Mulliken charge in e.
Positions of all 68 atoms, in Å:
W: 0.09 0.18 -0.01  0.777
O: 2.44 -0.46 3.37  -0.732
C: 1.62 -0.55 2.48  -0.059
N: 1.78 -0.32 1.15  0.901
C: 3.07 -0.22 0.58  0.207
C: 4.25 -0.64 1.18  -1.088
C: 5.44 -0.59 0.46  -0.701
C: 5.44 -0.12 -0.84  -0.647
C: 4.27 0.31 -1.44  -1.170
C: 3.08 0.27 -0.72  0.683
N: 1.80 0.71 -1.16  0.698
C: 1.68 1.34 -2.35  0.466
O: 2.49 1.49 -3.25  -0.774
C: 0.34 2.00 -2.47  0.447
C: 0.06 2.86 -3.51  -0.852
C: -1.12 3.57 -3.48  -0.471
C: -1.97 3.40 -2.40  -1.110
C: -1.64 2.50 -1.41  0.054
N: -0.51 1.78 -1.46  0.226
C: 0.26 -1.13 2.76  0.335
C: -0.05 -1.68 3.98  -0.761
C: -1.22 -2.40 4.10  -0.563
C: -2.03 -2.55 2.98  -1.062
C: -1.67 -1.92 1.80  -0.226
N: -0.55 -1.21 1.70  0.739
H: 4.24 -1.00 2.20  0.504
H: 6.36 -0.92 0.93  0.409
H: 6.37 -0.08 -1.40  0.409
H: 4.27 0.67 -2.46  0.548
H: 0.81 2.96 -4.29  0.565
H: -1.37 4.26 -4.28  0.443
H: -2.89 3.96 -2.31  0.485
H: -2.28 2.36 -0.56  0.355
H: 0.66 -1.55 4.79  0.593
H: -1.50 -2.86 5.04  0.436
H: -2.94 -3.13 3.02  0.473
H: -2.28 -2.00 0.92  0.515
B: -2.43 1.30 2.42  0.049
N: -1.10 2.11 2.32  -0.257
C: -0.73 3.06 3.17  -0.222
C: 0.55 3.49 2.84  -1.263
C: 0.89 2.71 1.74  -0.200
N: -0.11 1.89 1.43  0.482
N: -2.87 0.75 1.00  0.096
C: -4.16 0.62 0.66  -0.376
C: -4.24 -0.05 -0.55  -1.205
C: -2.92 -0.32 -0.89  -0.276
N: -2.10 0.17 0.05  0.227
H: -3.30 2.05 2.76  -0.178
H: -2.30 0.37 3.19  -0.107
H: -1.40 3.38 3.95  0.430
H: 1.14 4.24 3.33  0.438
H: 1.80 2.70 1.17  0.521
H: -4.92 1.02 1.30  0.483
H: -5.13 -0.31 -1.10  0.508
H: -2.51 -0.82 -1.75  0.441
N: -0.27 -5.85 -4.62  -0.551
C: -0.20 -4.94 -3.93  -0.164
C: -0.12 -3.79 -3.06  0.481
C: -0.30 -2.51 -3.56  -1.031
C: -0.23 -1.42 -2.71  -0.104
C: 0.00 -1.55 -1.33  0.356
C: 0.19 -2.85 -0.87  -0.269
C: 0.13 -3.96 -1.70  -1.047
H: -0.48 -2.37 -4.62  0.480
H: -0.37 -0.44 -3.16  0.368
H: 0.42 -3.03 0.18  0.365
H: 0.29 -4.96 -1.31  0.473

The expectation value of S² is 2.018. The multiplicity is 3. As for the orbital gap (spin up / spin down): 6.5 / 6.9 eV. The calculation puts the LUMO energy (spin up / spin down) at -0.528 / -0.901 eV. The energy above the lowest of the compared OMol25 structures with the same formula, charge and spin comes out at 0.0 kcal per mole. The calculation puts the HOMO energy (spin up / spin down) at -7.06 / -7.81 eV.